Entry 1:
Molecular formula: C17H18ClN3O4SeTl
Method: DFT, the ωB97M-V functional and the def2-TZVPD basis

Properties
Net charge ... -1
Orbital gap ... 6.89 eV
HOMO ... -0.1640 Ha
Total energy ... -113137.680 eV
Lowest unoccupied orbital energy ... 2.4 eV

Cartesian coordinates (Å):
Tl 1.305 1.116 2.618
O 5.176 3.425 0.966
Cl 4.195 2.891 1.936
O 4.764 2.418 3.159
O 3.469 1.689 1.382
O 3.113 3.833 2.157
C -3.021 3.133 0.665
N -2.872 1.780 0.118
C -2.855 0.620 0.859
C -2.557 -0.367 0.051
N -2.373 0.176 -1.216
C -2.125 -0.543 -2.455
C -2.635 1.498 -1.181
Se -2.503 2.707 -2.530
H -3.012 3.822 -0.145
H -2.233 3.354 1.264
H -4.012 3.195 1.245
H -3.166 0.586 1.953
H -2.303 -1.435 0.206
H -3.039 -0.709 -3.008
H -1.626 -1.492 -2.183
H -1.478 0.000 -3.108
C -1.674 -3.712 1.318
C -0.818 -3.651 0.197
C 0.161 -2.676 0.091
C 0.325 -1.700 1.136
C -0.475 -1.886 2.294
C -1.398 -2.875 2.403
N 1.236 -0.705 1.084
C 1.857 -0.377 -0.152
C 1.059 0.180 -1.165
C 1.590 0.535 -2.395
C 2.966 0.348 -2.687
C 3.752 -0.114 -1.620
C 3.183 -0.529 -0.466
H -2.411 -4.544 1.310
H -1.068 -4.357 -0.615
H 0.860 -2.754 -0.666
H -0.406 -1.131 3.092
H -2.037 -2.993 3.269
H 0.019 0.343 -1.093
H 1.091 1.027 -3.199
H 3.336 0.803 -3.540
H 4.831 -0.112 -1.696
H 3.807 -0.818 0.345

Atomic partial charges in e from the Löwdin method, atoms 1 to 2:
1 Tl 0.89
2 O -0.35



Entry 2:
Molecular formula: C17H18ClNO5
Method: DFT, the ωB97M-V functional and the def2-TZVPD basis

Properties
Structure (SMILES) ... COc1cc(NC(=O)[C@@H]2[C@@H](C(=O)O)[C@H]3C=C[C@@H]2C3)c(OC)cc1Cl
Orbital gap ... 8.90 eV
HOMO ... -0.3058 Ha
Total energy ... -42170.967 eV
Lowest unoccupied orbital energy ... 0.6 eV

Cartesian coordinates (Å):
C 3.613 -0.924 -2.587
O 3.283 -1.829 -1.560
C 1.991 -1.896 -1.150
C 0.940 -1.159 -1.681
C -0.345 -1.274 -1.170
N -1.385 -0.479 -1.702
C -1.625 0.830 -1.419
O -2.582 1.407 -1.883
C -0.621 1.467 -0.471
C -0.894 0.988 0.974
C 0.180 0.159 1.622
O -0.023 -0.599 2.536
O 1.405 0.356 1.124
C -1.102 2.334 1.743
C 0.215 3.064 1.688
C 0.396 3.468 0.437
C -0.794 3.005 -0.363
C -1.900 3.109 0.692
C -0.619 -2.164 -0.123
O -1.905 -2.200 0.309
C -2.188 -2.913 1.496
C 0.424 -2.921 0.400
C 1.703 -2.776 -0.101
Cl 2.992 -3.693 0.585
H 3.384 0.107 -2.299
H 3.095 -1.168 -3.519
H 4.686 -1.028 -2.733
H 1.100 -0.470 -2.495
H -2.152 -0.968 -2.147
H 0.392 1.213 -0.782
H -1.823 0.415 1.036
H 2.052 -0.185 1.606
H -1.543 2.200 2.727
H 0.881 3.164 2.525
H 1.248 3.969 0.017
H -0.970 3.490 -1.318
H -2.826 2.628 0.388
H -2.095 4.137 0.992
H -3.242 -2.732 1.699
H -1.583 -2.539 2.325
H -2.025 -3.987 1.365
H 0.263 -3.604 1.217

Atomic partial charges in e from the Löwdin method, atoms 1 to 2:
1 C -0.08
2 O -0.11



Entry 3:
Molecular formula: C17H18MnN4O3
Method: DFT, the ωB97M-V functional and the def2-TZVPD basis

Properties
2S+1 ... 5
Net charge ... +1
⟨S²⟩ ... 6.071
Orbital gap (alpha / beta) ... 7.00 / 6.66 eV
HOMO (alpha / beta) ... -0.4263 / -0.4261 Ha
Total energy ... -61339.877 eV
Lowest unoccupied orbital energy (alpha / beta) ... -4.6 / -4.9 eV

Cartesian coordinates (Å):
Mn 0.288 0.667 -0.615
C -2.281 -2.554 -1.492
C -1.409 -1.350 -1.540
N -1.069 -0.651 -0.472
N -1.484 -0.945 0.744
C -0.938 -0.122 1.631
O -0.168 0.808 1.178
C -1.182 -0.318 3.048
C -1.950 -1.407 3.473
C -2.092 -1.657 4.821
C -1.482 -0.823 5.748
C -0.743 0.276 5.332
C -0.588 0.532 3.984
C -0.857 -0.810 -2.749
C -1.049 -1.371 -4.017
C -0.549 -0.733 -5.131
C 0.145 0.464 -4.957
C 0.362 0.932 -3.677
N -0.122 0.334 -2.584
H -2.587 -2.748 -0.466
H -1.740 -3.418 -1.879
H -3.165 -2.398 -2.113
H -2.393 -2.051 2.730
H -2.671 -2.506 5.151
H -1.568 -1.047 6.800
H -0.284 0.927 6.060
H 0.004 1.369 3.642
H -1.598 -2.292 -4.100
H -0.689 -1.149 -6.115
H 0.522 1.019 -5.799
H 0.948 1.830 -3.519
N 1.299 2.616 -0.536
C 2.622 2.535 0.132
C 3.564 1.522 -0.514
C 3.169 0.050 -0.170
O 3.960 -0.700 0.337
O 1.962 -0.227 -0.519
H 1.419 3.105 -1.429
H 0.703 3.214 0.045
H 2.458 2.264 1.181
H 3.094 3.527 0.107
H 4.578 1.677 -0.147
H 3.562 1.608 -1.606

Atomic partial charges in e from the Löwdin method, atoms 1 to 2:
1 Mn 1.03
2 C 0.01